DFT (ωB97M-V with the def2-TZVPD basis set) results for an isolated ion of composition C4H11N2OS and charge -1 at a distorted geometry.

Calculated values
Frontier orbital gap: 6.06 eV
Charge: -1
Energy: -741.93407 a.u.
Energy above the lowest of the compared OMol25 structures with the same formula, charge and spin: 70.8 kcal per mole
M: 135.2 g/mol
Highest occupied orbital energy: -0.11091 Eh
LUMO: 3.0451 eV

Element x y z (Å)
C 0.6298 1.0105 -0.6558
N 2.0160 0.7651 -0.3151
C -0.3818 0.2998 0.2806
C -1.8454 0.7376 0.0002
S -2.3271 1.2819 -1.6624
N -0.3009 -1.1160 0.3433
C 0.8868 -1.7917 1.0670
O 1.9359 -2.0640 0.3088
H 0.3687 2.0789 -0.6642
H 0.4580 0.5870 -1.6471
H 2.2422 1.2049 0.5690
H 2.2013 -0.2549 -0.2261
H -0.2235 0.7610 1.2562
H -2.4507 -0.0595 0.4195
H -2.0338 1.6756 0.5094
H -2.2365 0.1783 -2.4170
H -0.4358 -1.5666 -0.5519
H 1.0753 -1.0546 1.8895
H 0.4215 -2.6732 1.4961



DFT (ωB97M-V with the def2-TZVPD basis set) results for a 2-piece molecular cluster, C4H11N2OS overall at a distorted geometry.

Calculated values
Frontier orbital gap: 4.56 eV
Charge: +1
Energy: -741.42499 a.u.
Energy above the lowest of the compared OMol25 structures with the same formula, charge and spin: 195.4 kcal per mole
M: 135.2 g/mol
Highest occupied orbital energy: -0.48012 Eh
LUMO: -8.5021 eV

Element x y z (Å)
N 1.4024 -0.0538 -1.8565
C 0.4996 0.2470 -0.8113
C 1.3952 0.0015 0.4512
C 0.5509 0.1015 1.7627
S -0.0639 1.7034 2.1995
C -0.9529 -0.7010 -0.9246
N -2.0157 0.0293 -0.2829
O -0.6629 -1.8304 -0.4860
H 1.3466 -1.0236 -2.1367
H 1.5159 0.6118 -2.6139
H -1.1745 -0.7240 -2.0134
H -0.0262 1.1911 -1.0106
H 1.6564 -1.0577 0.3122
H 2.1976 0.7330 0.4609
H 1.1936 -0.2590 2.5927
H -0.2014 -0.7017 1.7780
H -2.0550 1.5879 2.1590
H -1.7104 0.5839 0.5237
H -2.8955 -0.4392 -0.1041



DFT (ωB97M-V with the def2-TZVPD basis set) results for an isolated ion of composition C4H11N2S and charge +1 at a distorted geometry.

Calculated values
Frontier orbital gap: 10.21 eV
Charge: +1
Energy: -666.43278 a.u.
Energy above the lowest of the compared OMol25 structures with the same formula, charge and spin: 22.1 kcal per mole
M: 119.2 g/mol
Highest occupied orbital energy: -0.48895 Eh
LUMO: -3.0990 eV

Element x y z (Å)
C -1.2065 -1.1575 0.4010
C -2.0539 -0.0360 -0.1613
C 0.5586 0.5484 -0.1839
C 1.5283 0.6829 1.0153
N 1.3292 0.7877 -1.4153
N 0.1719 -0.9212 -0.1811
S -1.1057 1.4763 0.1218
H -1.3050 -1.1140 1.4299
H -1.4990 -2.1664 0.2076
H -2.2897 -0.2272 -1.3308
H -3.0514 0.0417 0.2502
H 1.2022 -0.1184 1.7635
H 1.3037 1.6637 1.5070
H 2.5558 0.5606 0.6820
H 1.9213 1.5182 -1.1836
H 0.8468 0.9937 -2.2489
H 0.8242 -1.2751 0.4831
H 0.2691 -1.2575 -1.1566



Question: Which of these has the lowest charge?
Answer: number 1



What did the first record say?
DFT (ωB97M-V with the def2-TZVPD basis set) results for an isolated ion of composition C4H11N2OS and charge -1 at a distorted geometry.

Calculated values
Frontier orbital gap: 6.06 eV
Charge: -1
Energy: -741.93407 a.u.
Energy above the lowest of the compared OMol25 structures with the same formula, charge and spin: 70.8 kcal per mole
M: 135.2 g/mol
Highest occupied orbital energy: -0.11091 Eh
LUMO: 3.0451 eV

Element x y z (Å)
C 0.6298 1.0105 -0.6558
N 2.0160 0.7651 -0.3151
C -0.3818 0.2998 0.2806
C -1.8454 0.7376 0.0002
S -2.3271 1.2819 -1.6624
N -0.3009 -1.1160 0.3433
C 0.8868 -1.7917 1.0670
O 1.9359 -2.0640 0.3088
H 0.3687 2.0789 -0.6642
H 0.4580 0.5870 -1.6471
H 2.2422 1.2049 0.5690
H 2.2013 -0.2549 -0.2261
H -0.2235 0.7610 1.2562
H -2.4507 -0.0595 0.4195
H -2.0338 1.6756 0.5094
H -2.2365 0.1783 -2.4170
H -0.4358 -1.5666 -0.5519
H 1.0753 -1.0546 1.8895
H 0.4215 -2.6732 1.4961